Entry 1:
The following is a quantum chemistry calculation of a cluster of 8 separate species, C30H71N10O8 in total, from OMol25.

Computed properties:
Relative energy (zero: lowest compared OMol25 entry of this formula, charge and spin) (eV): 5.656
Electronic energy (eV): -63532.686
HOMO (eV): -9.93

Geometry as ORCA input:
```
! wB97M-V def2-TZVPD RIJCOSX def2/J DEFGRID3
* xyz 1 1
C -12.00 1.03 2.22
C -10.51 0.98 1.46
C -10.61 0.02 0.14
C -9.15 -0.50 -0.41
O -8.62 0.51 -1.38
N -7.29 0.22 -1.45
C -6.56 1.40 -0.84
N -6.98 2.79 -1.25
N -5.54 1.21 0.06
C -4.79 2.37 0.69
C -3.69 3.10 -0.29
C -3.91 1.71 1.94
C -3.05 2.87 2.77
H -12.42 2.14 2.15
H -12.73 0.26 1.67
H -11.94 0.74 3.36
H -9.67 0.54 2.18
H -10.24 2.06 1.08
H -11.22 0.62 -0.68
H -11.29 -0.92 0.42
H -8.33 -0.53 0.46
H -9.26 -1.55 -0.94
H -7.02 0.08 -2.47
H -6.23 3.33 -1.72
H -7.44 3.33 -0.48
H -5.28 0.22 0.34
H -5.55 3.13 1.21
H -4.10 3.45 -1.33
H -3.34 4.09 0.27
H -2.77 2.35 -0.37
H -3.09 0.98 1.50
H -4.60 1.05 2.64
H -3.70 3.78 3.11
H -2.56 2.35 3.73
H -2.13 3.18 2.09
C 1.86 2.12 2.66
C 1.05 3.31 2.22
O 0.60 3.41 1.08
N 0.81 4.29 3.14
C 1.24 4.35 4.51
H 1.96 1.42 1.82
H 2.86 2.44 2.96
H 1.36 1.60 3.48
H 0.25 5.05 2.77
H 0.36 4.42 5.15
H 1.85 5.26 4.64
H 1.83 3.48 4.81
C -3.01 3.78 -5.90
C -3.39 3.42 -4.49
O -3.80 4.27 -3.69
N -3.27 2.12 -4.10
C -2.81 1.00 -4.87
H -3.16 4.85 -6.06
H -1.95 3.55 -6.07
H -3.64 3.23 -6.60
H -3.55 1.96 -3.13
H -3.61 0.25 -4.90
H -1.94 0.57 -4.37
H -2.54 1.27 -5.89
C 3.82 -0.66 0.92
C 3.44 -1.01 2.33
O 3.03 -0.17 3.13
N 3.56 -2.31 2.72
C 4.02 -3.44 1.95
H 3.67 0.41 0.76
H 4.88 -0.89 0.75
H 3.19 -1.21 0.21
H 3.28 -2.47 3.68
H 3.22 -4.18 1.92
H 4.89 -3.87 2.45
H 4.29 -3.16 0.93
C 5.47 -7.72 2.74
C 4.62 -6.97 3.74
O 4.82 -5.79 4.02
N 3.60 -7.65 4.34
C 3.20 -9.02 4.15
H 6.24 -7.05 2.35
H 5.96 -8.56 3.23
H 4.85 -8.06 1.91
H 3.07 -7.08 5.00
H 2.16 -9.03 3.81
H 3.27 -9.53 5.12
H 3.83 -9.54 3.43
C -0.42 6.98 -4.82
C -0.33 6.40 -6.21
O -1.28 5.82 -6.74
N 0.85 6.54 -6.88
C 2.06 7.18 -6.44
H -1.42 6.80 -4.41
H 0.31 6.50 -4.17
H -0.26 8.06 -4.86
H 0.83 6.12 -7.81
H 2.30 7.98 -7.14
H 2.86 6.44 -6.46
H 1.97 7.59 -5.43
C 5.11 -3.60 -3.51
C 4.72 -3.96 -2.10
O 4.31 -3.11 -1.31
N 4.84 -5.26 -1.71
C 5.30 -6.38 -2.49
H 4.96 -2.53 -3.68
H 6.16 -3.83 -3.68
H 4.48 -4.15 -4.22
H 4.57 -5.42 -0.75
H 4.50 -7.13 -2.52
H 6.17 -6.81 -1.98
H 5.57 -6.11 -3.51
C 7.27 -2.48 3.70
C 7.83 -2.11 2.35
O 7.12 -1.73 1.43
N 9.18 -2.20 2.17
C 10.18 -2.62 3.13
H 6.18 -2.36 3.68
H 7.49 -3.53 3.92
H 7.68 -1.83 4.47
H 9.48 -1.93 1.24
H 10.89 -1.80 3.25
H 10.70 -3.49 2.71
H 9.75 -2.89 4.09
*
```

=====

Entry 2:
The following is a quantum chemistry calculation of a cluster of 7 separate species, C30H72BrFO9P in total, from OMol25.

Computed properties:
Relative energy (zero: lowest compared OMol25 entry of this formula, charge and spin) (eV): 1.659
Electronic energy (eV): -132751.098
HOMO (eV): -4.19

Geometry as ORCA input:
```
! wB97M-V def2-TZVPD RIJCOSX def2/J DEFGRID3
* xyz -1 1
C -0.64 2.60 -3.83
O -1.51 1.45 -3.99
C -0.83 0.36 -3.32
C -1.59 -1.01 -3.40
C -1.03 -2.09 -2.39
C 0.54 -2.05 -2.17
C 0.98 -1.48 -0.75
C 2.48 -1.84 -0.42
C 3.54 -0.79 -0.96
P 4.27 -1.29 -2.68
C 4.84 -1.79 -4.50
C 3.52 -2.01 -5.30
O 2.95 -3.07 -5.40
F 2.95 -0.87 -5.90
C 5.88 -0.26 -2.39
C 5.78 1.25 -2.76
O 5.24 1.70 -3.72
Br 6.70 2.53 -1.49
H 0.25 2.35 -3.18
H -0.20 2.91 -4.82
H -1.16 3.46 -3.34
H 0.16 0.23 -3.85
H -0.63 0.58 -2.23
H -2.66 -0.80 -3.09
H -1.61 -1.45 -4.43
H -1.51 -1.92 -1.38
H -1.28 -3.11 -2.78
H 0.96 -3.09 -2.28
H 1.09 -1.43 -2.94
H 0.28 -1.94 0.00
H 0.84 -0.36 -0.79
H 2.74 -2.87 -0.83
H 2.57 -1.92 0.71
H 2.98 0.19 -1.03
H 4.36 -0.74 -0.19
H 3.53 -0.17 -3.25
H 3.14 -2.17 -2.88
H 4.98 -2.44 -2.10
H 5.48 -1.00 -4.98
H 5.33 -2.80 -4.47
H 6.22 -0.32 -1.31
H 6.72 -0.70 -2.99
C 3.19 -4.79 3.58
C 4.09 -4.39 2.42
C 5.56 -4.59 2.76
O 3.86 -3.03 2.09
H 3.40 -4.18 4.46
H 2.14 -4.63 3.32
H 3.33 -5.84 3.84
H 3.83 -4.98 1.53
H 5.84 -3.98 3.62
H 6.19 -4.29 1.92
H 5.77 -5.64 3.00
H 4.08 -2.49 2.86
C -1.84 6.57 0.44
C -2.12 5.27 -0.29
C -2.96 5.50 -1.54
O -2.79 4.36 0.58
H -2.78 7.03 0.78
H -1.24 6.38 1.34
H -1.31 7.28 -0.20
H -1.17 4.80 -0.58
H -3.93 5.93 -1.27
H -3.16 4.56 -2.05
H -2.46 6.18 -2.23
H -3.63 4.76 0.84
C -2.81 0.99 2.68
C -2.02 -0.13 2.02
C -2.09 -1.42 2.83
O -0.66 0.26 1.89
H -2.41 1.21 3.67
H -2.74 1.91 2.09
H -3.86 0.72 2.78
H -2.40 -0.31 1.01
H -1.67 -1.28 3.83
H -1.51 -2.21 2.35
H -3.13 -1.76 2.93
H -0.30 0.42 2.77
C 1.83 3.97 -7.56
C 1.12 5.08 -6.80
C 1.57 6.45 -7.27
O 1.39 4.94 -5.40
H 2.91 4.03 -7.40
H 1.51 2.99 -7.20
H 1.63 4.04 -8.63
H 0.04 4.98 -6.93
H 2.64 6.59 -7.11
H 1.05 7.24 -6.71
H 1.36 6.59 -8.34
H 2.34 5.03 -5.27
C -7.12 2.26 5.94
C -6.33 1.15 5.28
C -6.41 -0.14 6.09
O -4.96 1.54 5.16
H -6.73 2.49 6.94
H -7.05 3.18 5.36
H -8.18 1.99 6.04
H -6.71 0.97 4.28
H -5.99 0.00 7.09
H -5.82 -0.93 5.61
H -7.44 -0.48 6.19
H -4.61 1.70 6.04
C -2.76 -4.02 5.64
C -1.96 -5.14 4.98
C -2.04 -6.42 5.78
O -0.60 -4.74 4.84
H -2.36 -3.80 6.63
H -2.68 -3.10 5.06
H -3.81 -4.29 5.74
H -2.35 -5.31 3.97
H -1.62 -6.28 6.78
H -1.46 -7.22 5.30
H -3.08 -6.76 5.89
H -0.25 -4.59 5.73
*
```

=====

Entry 3:
The following is a quantum chemistry calculation of a cluster of 10 separate species, C30H72F3O37P7 in total, from OMol25.

Computed properties:
<S²>: 0.760
Electronic energy (eV): -181209.187
HOMO (spin up / spin down) (eV): -11.53 / -11.53

Geometry as ORCA input:
```
! wB97M-V def2-TZVPD RIJCOSX def2/J DEFGRID3
* xyz 1 2
C -25.14 13.76 2.21
C -25.59 12.77 1.20
O -24.43 12.35 0.61
C -23.54 12.33 1.50
O -22.41 12.05 1.38
O -24.09 12.92 2.60
F -26.35 13.33 0.29
H -25.80 14.02 3.04
H -24.72 14.66 1.77
H -26.08 12.00 1.80
C -25.93 5.83 -3.75
C -25.15 5.62 -4.97
O -23.95 5.21 -4.45
C -23.82 5.77 -3.25
O -22.77 5.63 -2.65
O -24.97 6.35 -2.89
F -25.03 6.78 -5.58
H -26.30 4.85 -3.44
H -26.75 6.52 -3.98
H -25.55 4.85 -5.64
C -21.93 7.55 -0.30
C -22.27 8.42 0.96
O -21.87 7.62 2.10
C -21.52 6.33 1.63
O -21.18 5.35 2.31
O -21.94 6.26 0.38
F -23.56 8.66 0.79
H -20.99 7.68 -0.83
H -22.71 7.53 -1.06
H -21.81 9.40 0.95
C -25.44 5.07 1.35
O -26.26 4.03 0.92
P -25.50 3.08 -0.14
O -25.03 3.64 -1.39
O -24.42 2.46 0.76
C -23.10 2.96 0.54
O -26.58 1.82 -0.28
C -26.92 0.97 0.77
H -25.30 4.92 2.42
H -25.83 6.08 1.25
H -24.45 5.11 0.89
H -22.58 3.50 1.33
H -22.84 3.48 -0.39
H -22.46 2.08 0.39
H -26.90 -0.09 0.49
H -27.96 1.03 1.10
H -26.30 1.14 1.65
C -28.73 8.89 -2.31
O -28.61 10.24 -2.64
P -27.34 10.96 -3.51
O -26.76 10.14 -4.64
O -27.89 12.45 -3.83
C -27.23 13.50 -4.38
O -26.34 11.13 -2.25
C -25.18 10.28 -2.08
H -27.83 8.28 -2.37
H -29.54 8.41 -2.86
H -28.80 9.00 -1.23
H -27.51 14.38 -3.81
H -27.53 13.61 -5.43
H -26.20 13.23 -4.15
H -24.75 9.81 -2.97
H -25.46 9.54 -1.33
H -24.32 10.80 -1.66
C -17.08 5.24 5.64
O -15.90 5.59 4.92
P -15.85 5.46 3.32
O -16.29 4.15 2.77
O -16.78 6.62 2.78
C -17.54 6.45 1.57
O -14.34 6.06 3.07
C -13.32 5.27 2.51
H -17.62 4.34 5.34
H -17.72 6.13 5.64
H -16.67 5.01 6.62
H -18.04 7.36 1.26
H -18.33 5.71 1.71
H -16.89 6.00 0.82
H -13.52 4.21 2.65
H -12.52 5.50 3.21
H -13.08 5.56 1.49
C -22.80 3.47 8.31
O -21.44 3.66 8.45
P -20.71 4.98 7.92
O -19.20 4.97 7.99
O -21.32 6.26 8.80
C -21.01 6.38 10.13
O -21.39 5.06 6.45
C -20.76 5.66 5.41
H -23.35 4.37 8.03
H -23.05 3.15 9.32
H -23.24 2.74 7.64
H -20.30 7.18 10.34
H -20.59 5.47 10.55
H -21.83 6.63 10.80
H -20.16 6.50 5.78
H -21.57 6.14 4.86
H -20.18 4.99 4.77
C -21.62 10.13 8.63
O -21.31 10.05 7.25
P -20.03 10.75 6.62
O -20.07 12.26 6.66
O -20.10 10.16 5.07
C -21.04 10.66 4.15
O -18.82 10.05 7.45
C -18.42 8.68 7.21
H -21.85 9.11 8.94
H -22.60 10.60 8.65
H -21.00 10.61 9.39
H -20.48 10.83 3.23
H -21.57 11.52 4.56
H -21.71 9.87 3.82
H -18.00 8.08 8.01
H -17.85 8.63 6.28
H -19.34 8.14 7.00
C -19.86 8.72 -4.23
O -19.22 9.68 -3.43
P -20.10 10.57 -2.43
O -21.33 9.89 -1.86
O -19.03 10.97 -1.35
C -19.28 11.65 -0.11
O -20.37 11.86 -3.29
C -20.93 11.85 -4.59
H -20.95 8.74 -4.20
H -19.47 7.71 -4.37
H -19.62 9.17 -5.19
H -20.34 11.82 0.06
H -18.75 12.60 -0.18
H -18.80 11.21 0.76
H -21.93 11.44 -4.72
H -20.25 11.31 -5.26
H -20.78 12.76 -5.18
C -20.93 1.45 -2.08
O -20.30 2.64 -1.90
P -19.01 2.66 -0.88
O -18.23 1.42 -1.10
O -18.25 4.08 -1.31
C -19.00 5.31 -1.58
O -19.67 2.93 0.51
C -19.01 2.43 1.64
H -21.42 1.57 -3.04
H -21.67 1.07 -1.37
H -20.23 0.62 -2.25
H -19.13 5.41 -2.66
H -18.34 6.14 -1.32
H -19.93 5.28 -1.01
H -18.96 3.23 2.37
H -17.93 2.33 1.51
H -19.63 1.64 2.06
*
```